This record from the OMol25 dataset describes a 10-piece molecular cluster, C46H114N6O4 overall in a non-equilibrium geometry. The level of theory is wB97M-V/def2-TZVPD.

The calculation puts the LUMO energy at 0.020 Ha. The relative energy (zero: lowest compared OMol25 entry of this formula, charge and spin) is 0.0 kcal per mole. As for the structure (SMILES): CCN(CC)CC.CCN(CC)CC.CCN(CC)CC.CCN(CC)CC.CCN(CC)CC.CCN(CC)CC.C1CCOC1.C1CCOC1.CO.CO.

Positions of all 170 atoms, in Å:
C (2.72, -2.35, 6.61)
C (3.03, -0.90, 6.19)
N (3.38, -0.77, 4.81)
C (4.60, -1.47, 4.34)
C (5.47, -0.40, 3.69)
C (2.23, -1.01, 3.93)
C (1.00, -0.13, 4.13)
H (3.20, -3.05, 5.92)
H (1.65, -2.52, 6.47)
H (3.01, -2.63, 7.62)
H (2.16, -0.32, 6.50)
H (3.92, -0.41, 6.60)
H (5.06, -2.05, 5.14)
H (4.39, -2.17, 3.53)
H (6.47, -0.76, 3.47)
H (5.00, -0.13, 2.75)
H (5.50, 0.56, 4.21)
H (1.89, -2.04, 4.01)
H (2.49, -0.81, 2.89)
H (0.39, -0.19, 3.23)
H (1.37, 0.87, 4.35)
H (0.41, -0.41, 5.01)
C (2.00, 5.83, 4.17)
C (1.41, 5.47, 2.77)
N (2.46, 5.03, 1.75)
C (1.82, 4.05, 0.82)
C (2.44, 3.79, -0.56)
C (2.95, 6.25, 1.14)
C (3.76, 7.34, 1.91)
H (1.28, 5.95, 4.98)
H (2.57, 6.76, 4.21)
H (2.62, 5.03, 4.56)
H (0.71, 4.70, 3.07)
H (0.75, 6.26, 2.40)
H (1.77, 3.10, 1.35)
H (0.77, 4.13, 0.54)
H (2.06, 2.92, -1.09)
H (2.21, 4.60, -1.26)
H (3.51, 3.60, -0.48)
H (2.05, 6.73, 0.76)
H (3.56, 6.14, 0.25)
H (4.58, 6.89, 2.48)
H (3.19, 7.94, 2.62)
H (4.18, 8.13, 1.30)
C (-1.07, -6.45, 3.29)
C (-0.41, -5.06, 3.24)
N (-1.46, -4.02, 3.36)
C (-2.02, -3.92, 4.72)
C (-1.11, -3.32, 5.81)
C (-1.16, -2.68, 2.80)
C (-1.32, -2.73, 1.34)
H (-1.89, -6.45, 2.57)
H (-1.47, -6.72, 4.27)
H (-0.34, -7.24, 3.12)
H (0.28, -5.00, 4.08)
H (0.23, -4.89, 2.37)
H (-2.94, -3.33, 4.67)
H (-2.20, -4.96, 4.99)
H (-1.64, -3.00, 6.71)
H (-0.39, -4.11, 5.99)
H (-0.57, -2.44, 5.45)
H (-0.19, -2.33, 3.14)
H (-1.95, -2.07, 3.24)
H (-1.20, -1.75, 0.87)
H (-2.31, -3.18, 1.21)
H (-0.51, -3.29, 0.89)
C (1.36, 1.61, -4.07)
C (2.27, 0.38, -4.39)
N (3.04, 0.59, -5.55)
C (2.28, 0.04, -6.68)
C (2.22, -1.45, -6.83)
C (4.44, 0.18, -5.50)
C (5.14, 1.31, -4.78)
H (0.87, 1.92, -5.00)
H (1.84, 2.51, -3.70)
H (0.53, 1.30, -3.43)
H (2.84, 0.20, -3.48)
H (1.64, -0.51, -4.37)
H (1.27, 0.41, -6.54)
H (2.59, 0.55, -7.59)
H (3.20, -1.87, -7.03)
H (1.93, -2.00, -5.94)
H (1.56, -1.63, -7.68)
H (4.77, 0.12, -6.54)
H (4.51, -0.80, -5.04)
H (6.23, 1.23, -4.76)
H (4.87, 1.23, -3.73)
H (4.88, 2.31, -5.13)
C (-6.14, 2.82, 3.53)
C (-5.57, 1.87, 2.48)
N (-4.85, 2.57, 1.37)
C (-5.66, 3.48, 0.56)
C (-6.81, 2.77, -0.15)
C (-3.55, 3.12, 1.82)
C (-2.64, 3.75, 0.69)
H (-5.35, 3.44, 3.96)
H (-6.50, 2.25, 4.39)
H (-6.89, 3.48, 3.10)
H (-4.84, 1.20, 2.94)
H (-6.34, 1.22, 2.06)
H (-6.06, 4.34, 1.11)
H (-5.04, 3.79, -0.28)
H (-7.68, 2.86, 0.50)
H (-7.08, 3.05, -1.17)
H (-6.57, 1.71, -0.22)
H (-2.96, 2.40, 2.39)
H (-3.77, 3.91, 2.53)
H (-2.28, 2.90, 0.11)
H (-1.86, 4.37, 1.13)
H (-3.12, 4.38, -0.07)
C (-0.81, -5.99, -1.62)
C (0.13, -5.29, -2.76)
N (-0.63, -4.35, -3.62)
C (-1.12, -3.21, -2.87)
C (-0.96, -1.91, -3.65)
C (-1.74, -4.98, -4.34)
C (-1.21, -5.73, -5.53)
H (-1.59, -5.40, -1.13)
H (-0.23, -6.40, -0.79)
H (-1.29, -6.81, -2.15)
H (1.05, -4.79, -2.47)
H (0.59, -6.02, -3.43)
H (-2.14, -3.45, -2.56)
H (-0.55, -3.08, -1.95)
H (0.10, -1.66, -3.59)
H (-1.23, -1.87, -4.71)
H (-1.54, -1.14, -3.15)
H (-2.27, -4.09, -4.69)
H (-2.52, -5.55, -3.84)
H (-0.33, -6.35, -5.40)
H (-0.93, -5.13, -6.39)
H (-1.94, -6.36, -6.03)
C (-0.24, 0.92, -0.23)
O (-0.73, 1.11, 1.11)
H (-0.73, 1.62, -0.91)
H (0.83, 1.10, -0.33)
H (-0.56, -0.06, -0.57)
H (-1.57, 0.65, 1.20)
C (-4.79, -0.39, -0.27)
O (-3.70, 0.40, 0.02)
H (-4.47, -1.34, -0.70)
H (-5.46, -0.64, 0.55)
H (-5.41, 0.01, -1.08)
H (-3.92, 1.12, 0.62)
C (-2.20, 2.57, -4.11)
C (-3.66, 2.92, -4.29)
C (-3.58, 3.61, -5.65)
O (-2.25, 4.18, -5.75)
C (-1.50, 3.86, -4.58)
H (-1.92, 1.71, -4.72)
H (-1.80, 2.33, -3.13)
H (-4.00, 3.53, -3.45)
H (-4.26, 2.02, -4.44)
H (-4.27, 4.46, -5.65)
H (-3.93, 2.98, -6.47)
H (-1.60, 4.65, -3.83)
H (-0.43, 3.80, -4.77)
C (2.02, -2.08, -0.43)
C (3.37, -1.41, -0.27)
C (4.22, -2.28, 0.50)
O (3.54, -3.46, 0.71)
C (2.16, -3.28, 0.53)
H (1.96, -2.51, -1.43)
H (1.12, -1.49, -0.25)
H (3.26, -0.47, 0.27)
H (3.72, -1.13, -1.27)
H (4.29, -1.82, 1.49)
H (5.21, -2.33, 0.04)
H (1.74, -2.97, 1.49)
H (1.62, -4.23, 0.50)

Results of the Löwdin charge analysis, in e, for atoms 1 through 99: -0.067 -0.246 -0.200 -0.237 -0.091 -0.258 -0.087 0.065 0.044 0.071 0.104 0.115 0.112 0.095 0.071 0.054 0.074 0.095 0.104 0.052 0.082 0.056 -0.095 -0.221 -0.135 -0.247 -0.101 -0.276 -0.087 0.063 0.042 0.072 0.099 0.105 0.104 0.096 0.042 0.071 0.076 0.102 0.104 0.074 0.049 0.067 -0.085 -0.225 -0.183 -0.242 -0.076 -0.258 -0.076 0.076 0.059 0.069 0.098 0.095 0.107 0.092 0.075 0.062 0.039 0.082 0.119 0.057 0.093 0.048 -0.056 -0.278 -0.206 -0.256 -0.088 -0.247 -0.086 0.052 0.067 0.052 0.102 0.078 0.105 0.118 0.067 0.068 0.080 0.117 0.117 0.067 0.060 0.080 -0.075 -0.227 -0.219 -0.239 -0.074 -0.210 -0.054 0.064 0.074 0.068 0.113

***

This record from the OMol25 dataset describes C46H115F12N11O20PdS4 as an isolated structure in a non-equilibrium geometry. The level of theory is wB97M-V/def2-TZVPD.

The multiplicity is 3. The calculation puts the LUMO energy (alpha / beta) at 0.005 / -0.090 Ha.

Positions of all 209 atoms, in Å:
Pd (7.54, -18.47, 28.18)
C (8.56, -14.24, 28.27)
F (9.16, -14.65, 29.39)
F (7.36, -13.71, 28.59)
F (9.25, -13.24, 27.67)
S (8.28, -15.64, 26.98)
O (6.84, -15.86, 26.96)
O (8.92, -15.25, 25.71)
N (8.98, -17.13, 27.59)
S (10.56, -16.94, 27.45)
O (11.11, -15.56, 27.38)
O (11.16, -17.81, 28.47)
C (10.96, -17.84, 25.69)
F (10.43, -19.02, 25.76)
F (10.37, -17.15, 24.71)
F (12.23, -17.88, 25.43)
C (3.46, -17.14, 27.05)
F (2.13, -17.22, 26.92)
F (3.99, -17.47, 25.85)
F (3.88, -15.90, 27.45)
S (4.10, -18.58, 28.24)
O (3.06, -19.01, 29.20)
O (4.50, -19.59, 27.25)
N (5.62, -18.01, 28.87)
S (5.19, -17.09, 30.05)
O (6.30, -16.18, 30.27)
O (3.90, -16.44, 30.11)
C (5.27, -18.19, 31.65)
F (4.88, -17.48, 32.70)
F (4.43, -19.24, 31.54)
F (6.55, -18.56, 31.87)
C (-0.70, -17.28, 29.15)
C (-0.50, -15.83, 28.58)
O (-1.71, -15.05, 28.38)
H (-1.22, -17.94, 28.45)
H (-1.37, -17.23, 30.00)
H (0.27, -17.77, 29.28)
H (0.01, -15.94, 27.62)
H (0.19, -15.31, 29.24)
H (-2.28, -15.13, 29.14)
C (2.41, -13.00, 28.69)
C (1.68, -12.89, 27.36)
O (2.48, -12.17, 26.43)
H (1.77, -13.52, 29.40)
H (2.73, -12.04, 29.11)
H (3.33, -13.58, 28.62)
H (0.73, -12.37, 27.47)
H (1.40, -13.91, 27.09)
H (2.11, -12.35, 25.56)
C (6.74, -18.44, 24.99)
O (7.45, -19.04, 26.06)
C (7.59, -20.46, 25.93)
C (8.39, -20.91, 27.19)
N (7.62, -20.72, 28.45)
C (8.43, -21.06, 29.64)
C (9.28, -19.93, 30.21)
O (8.53, -18.68, 30.12)
C (9.11, -17.57, 30.88)
H (5.73, -18.79, 24.75)
H (7.30, -18.61, 24.07)
H (6.71, -17.35, 25.01)
H (8.18, -20.74, 25.06)
H (6.61, -20.94, 25.83)
H (9.42, -20.55, 27.22)
H (8.55, -21.98, 27.05)
H (6.86, -21.39, 28.43)
H (9.01, -21.97, 29.48)
H (7.73, -21.32, 30.43)
H (10.23, -19.80, 29.68)
H (9.55, -20.15, 31.24)
H (8.43, -16.73, 30.99)
H (10.12, -17.26, 30.62)
H (9.24, -17.87, 31.92)
C (8.57, -24.63, 34.37)
C (7.24, -23.88, 34.45)
C (6.91, -22.98, 33.19)
O (7.81, -21.96, 32.85)
C (7.97, -20.89, 33.77)
N (6.15, -24.81, 34.73)
H (8.61, -25.36, 33.57)
H (8.78, -25.22, 35.27)
H (9.39, -23.93, 34.22)
H (7.20, -23.17, 35.27)
H (5.94, -22.50, 33.28)
H (6.87, -23.63, 32.31)
H (8.27, -21.21, 34.77)
H (7.02, -20.36, 33.73)
H (8.64, -20.12, 33.40)
H (6.41, -25.34, 35.55)
H (6.07, -25.47, 33.96)
C (3.68, -21.03, 35.38)
C (3.28, -19.72, 36.10)
C (4.37, -18.82, 36.61)
O (5.23, -18.40, 35.54)
C (6.45, -17.80, 35.93)
N (2.43, -18.97, 35.19)
H (4.31, -21.64, 36.03)
H (4.29, -20.84, 34.50)
H (2.84, -21.64, 35.07)
H (2.62, -20.05, 36.91)
H (5.06, -19.32, 37.29)
H (3.89, -18.00, 37.14)
H (7.03, -18.37, 36.65)
H (6.26, -16.76, 36.19)
H (7.02, -17.65, 35.01)
H (1.86, -18.37, 35.77)
H (3.13, -18.40, 34.75)
C (0.03, -20.34, 30.89)
C (0.42, -19.71, 32.21)
C (-0.71, -19.85, 33.22)
O (-1.97, -19.42, 32.74)
C (-2.97, -19.49, 33.70)
N (1.65, -20.30, 32.78)
H (-0.76, -19.75, 30.43)
H (-0.27, -21.37, 31.06)
H (0.83, -20.44, 30.16)
H (0.58, -18.66, 32.01)
H (-0.43, -19.25, 34.09)
H (-0.76, -20.90, 33.52)
H (-3.24, -20.51, 33.95)
H (-3.84, -18.97, 33.30)
H (-2.85, -18.95, 34.64)
H (2.45, -20.02, 32.23)
H (1.77, -19.94, 33.71)
C (5.29, -14.12, 34.00)
C (6.69, -13.54, 33.55)
C (6.72, -13.24, 31.99)
O (5.76, -12.18, 31.74)
C (5.68, -11.86, 30.37)
N (7.14, -12.48, 34.40)
H (4.58, -13.31, 34.20)
H (5.33, -14.55, 35.00)
H (4.78, -14.88, 33.41)
H (7.32, -14.41, 33.73)
H (6.22, -14.06, 31.48)
H (7.74, -13.08, 31.63)
H (5.00, -11.04, 30.13)
H (5.27, -12.73, 29.84)
H (6.67, -11.67, 29.96)
H (8.11, -12.23, 34.27)
H (6.64, -11.63, 34.18)
C (8.42, -15.56, 22.42)
C (7.44, -15.09, 21.32)
C (5.99, -15.30, 21.84)
O (5.75, -16.66, 22.19)
C (4.37, -16.99, 22.36)
N (7.74, -13.71, 21.02)
H (8.25, -15.20, 23.43)
H (9.42, -15.26, 22.13)
H (8.36, -16.65, 22.46)
H (7.67, -15.63, 20.40)
H (5.24, -14.94, 21.14)
H (5.86, -14.65, 22.70)
H (3.85, -16.46, 23.16)
H (4.30, -18.06, 22.58)
H (3.88, -16.92, 21.39)
H (8.69, -13.61, 21.36)
H (7.23, -13.18, 21.71)
C (0.65, -18.10, 22.28)
C (0.21, -19.38, 23.07)
C (0.55, -19.31, 24.58)
O (1.97, -19.66, 24.74)
C (2.39, -21.00, 24.99)
N (-1.25, -19.57, 22.86)
H (0.05, -17.23, 22.53)
H (0.61, -18.19, 21.20)
H (1.67, -17.81, 22.54)
H (0.60, -20.31, 22.66)
H (-0.09, -20.01, 25.12)
H (0.34, -18.29, 24.91)
H (1.78, -21.51, 25.73)
H (3.46, -20.98, 25.19)
H (2.11, -21.58, 24.11)
H (-1.46, -19.74, 21.89)
H (-1.41, -20.52, 23.17)
C (4.83, -22.47, 30.39)
C (4.82, -23.17, 29.01)
C (3.44, -23.66, 28.61)
O (3.46, -24.18, 27.30)
C (2.30, -24.78, 26.81)
N (5.33, -22.22, 28.10)
H (4.52, -23.13, 31.20)
H (4.05, -21.73, 30.56)
H (5.76, -22.00, 30.71)
H (5.39, -24.10, 28.93)
H (2.66, -22.90, 28.68)
H (3.17, -24.50, 29.25)
H (1.53, -24.02, 26.66)
H (1.98, -25.59, 27.45)
H (2.44, -25.22, 25.82)
H (5.40, -22.65, 27.19)
H (4.63, -21.49, 28.05)
C (1.37, -14.99, 24.44)
C (1.69, -14.06, 23.31)
C (1.03, -14.40, 21.97)
O (1.21, -13.47, 20.91)
C (2.58, -13.49, 20.41)
N (1.36, -12.72, 23.76)
H (0.30, -14.99, 24.66)
H (1.99, -14.74, 25.30)
H (1.54, -16.04, 24.19)
H (2.77, -13.97, 23.16)
H (-0.05, -14.32, 22.16)
H (1.14, -15.40, 21.57)
H (3.37, -13.06, 21.03)
H (2.56, -12.88, 19.51)
H (2.91, -14.48, 20.10)
H (0.36, -12.79, 23.87)
H (1.38, -12.06, 23.00)

Results of the Löwdin charge analysis, in e, for atoms 1 through 99: 1.145 -0.579 0.133 0.113 0.135 0.733 -0.324 -0.303 -0.406 0.654 -0.291 -0.330 -0.675 0.165 0.132 0.189 -0.540 0.140 0.103 0.122 0.743 -0.298 -0.341 -0.381 0.556 -0.312 -0.257 -0.585 0.137 0.102 0.119 -0.073 -0.279 -0.083 0.069 0.071 0.057 0.081 0.093 0.071 -0.076 -0.328 -0.081 0.065 0.068 0.054 0.112 0.071 0.010 -0.084 -0.302 -0.155 -0.162 -0.076 -0.148 -0.144 -0.313 -0.069 0.086 0.097 0.082 0.131 0.116 0.113 0.124 0.044 0.135 0.091 0.111 0.117 0.071 0.086 0.083 -0.062 -0.417 -0.206 -0.211 -0.068 0.029 0.077 0.072 0.072 0.120 0.109 0.119 0.091 0.076 0.075 0.067 0.067 -0.053 -0.410 -0.183 -0.216 -0.099 0.037 0.071 0.056 0.075